Molecular formula: C44H36AsGeN2PtS
Method: DFT, ωB97M-V/def2-TZVPD

- total charge = +1
- frontier orbital gap (alpha / beta) (eV) = 6.12 / 6.12
- lowest unoccupied orbital energy (alpha / beta) (eV) = -4.26 / -4.26
- 2S+1 = 1

Geometry as XYZ:
```
86
Properties=species:S:1:pos:R:3:forces:R:3
Pt 0.860142 -0.287013 0.006085 0.655 -2.413 1.029
As 1.009155 0.967254 -2.101447 0.033 0.870 -0.265
Ge -0.700196 -2.496060 1.170753 -1.154 -0.819 0.270
S 3.114244 0.622209 0.344933 -1.314 -0.958 0.310
N -0.037631 1.386076 1.345291 0.370 -0.351 -0.306
N -1.332246 2.817913 2.417986 -0.027 -0.004 0.038
C 4.860985 1.524668 -3.739292 0.063 -0.005 -0.015
C 5.677044 1.373400 -2.627206 -0.060 0.079 -0.003
C -1.106754 -4.419616 1.356156 0.241 0.669 -0.325
C 3.485887 1.416170 -3.605313 -0.109 0.043 -0.071
C -1.107593 2.134006 1.277273 0.043 0.103 -0.135
C -2.379192 -0.644711 4.640851 -0.097 0.031 0.081
C 5.123216 1.095413 -1.388874 -0.036 -0.033 0.082
C -0.118623 -0.791724 -5.716569 0.018 -0.035 -0.001
C 3.741084 0.970543 -1.253413 -0.216 -0.156 -0.398
C -2.634682 -6.146311 2.036900 -0.050 0.114 0.013
C -1.507348 -2.178693 -1.604987 -0.020 -0.038 0.000
C -1.649468 -7.098772 1.814478 -0.012 -0.095 0.030
C -2.362716 -4.804714 1.811560 -0.008 -0.093 -0.022
C -2.450030 -0.474131 -0.199292 -0.065 -0.041 0.065
C -1.650404 -1.610454 -0.332286 0.427 0.132 0.317
C -1.054733 -1.746330 2.959780 0.367 -0.107 -0.521
C 1.938060 1.514608 4.498158 0.032 -0.120 -0.047
C 0.375741 0.715906 -3.911052 -0.053 -0.248 0.164
C 0.491900 1.583956 2.621715 -0.102 0.283 0.097
C -3.091195 0.079551 -1.298757 -0.050 0.014 -0.009
C 0.198403 1.803482 -4.760538 0.008 0.018 0.103
C -0.600607 5.226660 -0.890559 -0.047 0.025 0.019
C -0.030893 2.930751 4.594196 -0.097 0.058 0.023
C -2.942815 -0.499157 -2.550560 0.001 0.005 0.058
C -2.155370 -1.634891 -2.699871 -0.154 -0.098 -0.004
C 2.915777 1.154166 -2.366419 0.130 -0.030 0.114
C 1.222615 3.664665 -1.028937 0.066 -0.104 -0.058
C 0.214290 -0.580032 -4.387397 0.160 0.082 0.054
C 1.635489 1.069259 3.228772 -0.092 -0.009 0.021
C -0.280456 0.291191 -6.568392 -0.024 0.023 -0.017
C -0.932154 3.089449 -1.937737 0.115 -0.113 -0.057
C -1.413407 -0.924624 5.595904 0.021 0.047 0.025
C -0.265408 -1.616064 5.237765 0.042 -0.042 0.027
C -1.428461 4.323146 -1.544791 -0.053 0.005 0.027
C 0.723211 4.898134 -0.635829 -0.023 0.017 0.039
C 1.116642 2.428789 5.170473 -0.044 0.042 0.100
C -0.090766 -2.026255 3.926173 0.000 0.040 -0.034
C -0.319609 2.502131 3.303982 0.311 -0.313 -0.089
C -0.127480 1.586126 -6.090443 -0.021 -0.014 -0.045
C -0.125558 -5.376226 1.124215 -0.099 -0.027 -0.033
C 0.397999 2.758721 -1.684830 -0.018 0.152 -0.162
C -0.398088 -6.718624 1.355617 0.097 0.035 -0.016
C 1.118805 -2.157414 0.618558 0.739 3.457 0.043
C -2.204794 -1.057918 3.327861 -0.018 -0.001 -0.126
H -0.988500 6.190418 -0.586821 0.014 0.004 -0.008
H 1.389093 2.742587 6.169478 -0.017 0.008 -0.010
H -3.282924 -0.119488 4.925157 0.008 -0.009 -0.007
H -2.461213 4.579442 -1.746678 0.014 0.015 -0.030
H -0.256623 2.429024 -6.756412 0.005 0.001 0.001
H -1.560299 -0.615564 6.622642 0.003 0.023 -0.012
H -0.520624 0.127011 -7.610555 -0.031 -0.001 0.009
H -3.612158 -6.443093 2.394393 0.012 -0.035 -0.008
H 2.854836 1.532912 -4.477076 -0.002 -0.014 -0.011
H -0.248233 -1.799704 -6.088725 0.032 -0.005 -0.010
H -1.718498 2.242725 0.396288 -0.062 -0.012 0.047
H -2.062840 -2.098990 -3.673098 -0.003 0.008 0.035
H -2.596068 -0.041548 0.779980 0.042 0.086 -0.026
H 2.037754 -2.623004 0.964201 0.092 -0.106 -0.350
H 1.370420 5.605619 -0.134198 0.003 -0.010 0.006
H -3.129920 -4.058736 1.989983 -0.020 -0.035 0.053
H 2.254994 3.406753 -0.825548 0.016 0.026 0.011
H -3.728739 0.946556 -1.171729 0.015 0.008 -0.021
H -0.907792 -3.075479 -1.722484 0.025 0.024 -0.053
H 5.295421 1.715640 -4.711117 -0.012 0.016 0.001
H -2.092901 3.450431 2.593380 -0.033 0.032 -0.106
H 0.323855 2.812720 -4.387854 0.001 -0.001 -0.041
H 2.256176 0.350412 2.715423 0.015 -0.036 0.118
H 0.371807 -7.459719 1.183523 -0.034 -0.029 0.001
H 2.826378 1.145233 4.993353 -0.011 -0.007 -0.009
H -2.984650 -0.865009 2.600516 -0.023 0.013 0.077
H 0.488131 -1.846268 5.980043 -0.011 0.017 0.007
H 0.360617 -1.413030 -3.710199 0.020 -0.032 -0.103
H 6.750993 1.456953 -2.726518 0.003 -0.004 0.011
H 5.754999 0.961011 -0.520083 0.024 -0.051 -0.025
H 0.800980 -2.580922 3.650478 0.021 0.017 0.079
H -0.673183 3.623574 5.122134 0.029 0.018 -0.010
H 0.849195 -5.074369 0.757288 0.026 -0.060 0.031
H -3.452912 -0.075988 -3.406459 0.016 -0.007 -0.019
H -1.859085 -8.143098 2.006351 0.000 0.002 -0.020
H -1.570499 2.376380 -2.449700 -0.052 0.063 0.001
```
Positions in Å, forces in eV/Å.

Atom charges from the Löwdin analysis, given in e for atoms 1 to 6: Pt 0.76; As 1.22; Ge 0.88; S 0.69; N 0.01; N 0.16